[1]
22
Properties=species:S:1:pos:R:3 method="wB97M-V/def2-TZVPD" e_homo_ev=-13.5 max_force_ev_per_a=1.00 energy_ev=-10423.1520 charge=+1 relative_energy_ev=0.874
N -0.47 1.99 -0.05
C -1.20 1.13 0.92
C -0.96 -0.37 0.51
N -0.16 -0.41 -0.68
C 1.16 -1.03 -0.56
H -1.05 2.73 -0.45
H 0.36 2.35 0.41
H -0.23 1.25 -0.78
H -0.87 1.39 1.92
H -2.26 1.36 0.91
H -0.52 -0.87 1.37
H -1.95 -0.78 0.36
H -0.67 -0.84 -1.44
H 1.68 -0.50 0.23
H 1.81 -0.77 -1.40
H 1.04 -2.10 -0.45
H 3.43 0.78 1.27
H 3.32 2.23 1.39
O 2.76 1.46 1.19
H -1.18 -3.07 -2.14
H -2.48 -3.05 -1.24
O -1.54 -2.88 -1.27

---

[2]
23
Properties=species:S:1:pos:R:3 method="wB97M-V/def2-TZVPD" e_homo_ev=-9.1 max_force_ev_per_a=4.12 energy_ev=-16397.0005 charge=0 relative_energy_ev=3.309
C -2.08 -2.58 0.23
C -1.47 -1.66 -0.26
C -2.40 2.08 0.25
C -2.02 0.97 -0.45
C -0.75 -0.58 -0.80
C 1.67 1.27 -1.10
C 2.07 -1.67 -0.16
C 0.76 0.36 1.79
Si 0.94 -0.14 -0.04
H -2.61 -3.39 0.64
H -3.31 2.59 -0.02
H -1.83 2.49 1.08
H -2.71 0.69 -1.24
H -0.80 -0.52 -1.88
H 0.90 1.96 -1.44
H 2.40 1.84 -0.54
H 2.16 0.87 -1.98
H 3.08 -1.45 0.18
H 1.69 -2.49 0.43
H 2.15 -2.02 -1.19
H 0.34 -0.45 2.38
H 1.72 0.61 2.22
H 0.11 1.22 1.91

---

[3]
22
Properties=species:S:1:pos:R:3 method="wB97M-V/def2-TZVPD" e_homo_ev=-14.3 max_force_ev_per_a=2.77 energy_ev=-10989.4518 charge=+1 relative_energy_ev=2.352
O 2.12 -1.55 0.84
C 1.57 -0.83 0.06
C 0.23 -1.31 -0.60
C -0.80 -0.90 0.46
C -0.96 0.64 0.53
C -1.04 1.52 -0.66
N 0.16 -2.78 -0.87
H 1.83 0.19 -0.24
H 0.12 -0.83 -1.59
H -0.43 -1.15 1.49
H -1.75 -1.40 0.45
H -1.79 0.88 1.25
H -0.11 1.02 1.14
H -2.02 1.58 -1.20
H -0.41 1.19 -1.50
H -0.77 2.57 -0.48
H 0.94 -3.25 -1.37
H -0.22 -3.31 -0.04
H -0.66 -2.87 -1.53
H 1.73 3.97 0.77
H 1.15 3.30 2.03
O 1.10 3.31 1.07